Entry 1:
136
Properties=species:S:1:pos:R:3 method="wB97M-V/def2-TZVPD" spin_multiplicity=1 smiles=COC[C@H](C)N.COC[C@H](C)N.COC[C@H](C)N.COC[C@H](C)N.COC[C@H](C)N.COC[C@H](C)N.COC[C@H](C)N.COC[C@H](C)N e_above_lowest_kcal_mol=80.5 homo_ha=-0.3309
H 2.6715 -2.6382 0.3245
H -4.8498 -2.6820 -0.6645
H 3.8252 1.3705 4.4840
N -1.6690 -1.0405 2.7047
H 3.0861 4.4655 -0.3102
C -4.8486 -2.1941 -2.7612
C 3.9765 1.9762 -2.5393
O -0.3198 0.4533 -1.2459
H -5.3538 -2.6665 -3.6299
O -0.0483 -5.5023 -3.1296
C 0.8805 -6.4422 -2.5640
H -2.2896 6.2043 0.5149
C -1.2683 -5.4562 -2.3872
H 5.5339 0.8635 0.0242
C -2.9247 -1.4456 -3.8558
C -1.6480 3.0043 2.2477
C -5.4220 -2.9024 -1.5398
H 0.6076 -7.4677 -2.6545
C -4.9784 -4.3772 2.2938
N 1.6764 2.8068 -1.8575
H 0.0325 -3.2635 2.8682
C -0.9871 -3.5660 3.0372
H 3.6367 0.9397 -2.7410
H 0.3562 1.7693 3.8120
H -0.7666 -0.7713 2.4171
H -1.6637 1.9591 2.0300
C 3.5054 1.4079 3.4384
H -2.8922 5.7193 -2.6115
H 5.1422 -0.7029 3.5415
C -3.3679 -2.6897 2.5144
C 4.8059 -0.4091 2.5367
H 1.8299 -0.6299 -1.2569
H 1.2924 1.8625 -1.6992
C 1.6505 -2.4602 -0.1312
H 4.5534 -0.5206 -0.2424
H -1.9336 -1.0359 -3.5094
N -0.2344 4.9809 -0.5908
H 6.7347 -0.2921 1.8052
H -2.0923 -5.0450 -2.9966
H 1.0975 -6.3075 -1.4925
H 2.9914 2.0714 -0.6207
H -1.5884 -6.4595 -2.1026
H 1.1112 0.7040 0.8521
C -0.2300 3.3524 2.5177
H 4.5340 4.3866 1.3855
H 1.7341 -7.2149 -5.1986
H 6.1222 -2.4869 2.4213
H 0.2217 3.0492 0.6287
H 3.4687 4.6926 -1.9135
O 4.4527 0.9705 2.4769
H 4.0317 2.5488 -3.4728
H -2.2465 3.2365 3.1682
H -1.1157 -4.7545 -1.5415
H -2.0537 0.9120 -0.0553
H 1.1558 3.2753 4.1387
H -0.8469 -0.8908 0.1867
H 2.7795 -8.2579 -3.0525
H -1.0275 7.4651 0.2620
H -3.6552 -0.5861 -4.0313
H -1.7326 4.4762 6.0108
C -1.7069 6.8438 -0.2661
H -2.8569 8.7817 1.0221
H -4.9487 -4.7232 3.3608
H 1.6675 2.9162 -2.8477
C 2.2615 -6.3341 -3.2340
H 1.6107 2.9990 1.4420
H 6.0369 3.4205 1.0457
H 4.9548 1.8344 -2.1725
H -1.6336 4.7242 4.3180
N -6.8094 -2.5064 -1.3346
C 3.6514 4.0163 -1.0606
C 2.1046 -6.2859 -4.7723
H -3.5896 -2.7196 3.5675
H -4.0019 9.0835 -0.3832
H -7.2991 -3.1802 -0.7656
H 0.4230 5.3375 0.0668
H -1.2566 -3.5746 4.0976
H -5.7618 -5.0339 -1.0017
C -1.6408 0.9329 -1.0380
C -1.0820 6.0066 -1.2730
H -5.1808 -5.1574 1.5157
H -4.2854 -4.6328 -1.6729
C -2.1659 5.1391 -2.0002
H -7.0272 -1.5323 -1.1681
N 1.6132 -0.2105 0.9527
C -1.8624 -2.4862 2.3631
H -1.6979 4.3464 -2.6187
H -1.1732 -4.4942 2.4990
H 0.9096 -2.8559 0.5404
H -4.1589 7.6266 0.5300
C 1.2978 -0.9763 -0.3111
H 1.3494 -5.5190 -4.9959
H 3.3016 2.4676 3.1205
H -1.6950 -2.5591 1.3207
H -1.9788 3.5588 1.3668
O -3.7680 -3.8543 1.8814
H 3.0425 -5.9601 -5.2430
H -1.9104 -0.8875 3.6705
C 5.7808 -0.7578 1.4849
H 6.2080 -0.5337 -0.5735
H -0.5480 -1.6500 -1.4308
C 5.4824 -0.1727 0.1104
C -1.0116 4.4452 5.1642
O -0.6074 3.1052 5.0878
H -3.8500 -1.8797 1.9456
H -5.0915 -1.0587 -2.7210
H -2.4103 0.4007 -1.6753
H 5.1516 -2.6513 1.1773
H 4.0839 -7.2368 -2.7291
O 4.9620 3.8803 -0.5879
C -5.3211 -4.3793 -1.7817
H -5.6149 -4.6624 -2.8333
H -2.7520 -1.9282 -4.8340
H 2.6065 -5.3906 -2.8813
N 3.0847 -7.3733 -2.6535
C 5.0325 3.5561 0.8045
H -0.2257 5.1484 5.3108
C 3.0872 2.6835 -1.4761
N 5.9785 -2.1793 1.4698
H -1.5617 1.9514 -1.2926
H 1.7621 -2.9086 -1.1231
H -0.4928 6.6205 -2.0362
C -0.1718 -0.8101 -0.6642
H 4.5361 2.6890 1.0214
H -0.0816 4.4570 2.5312
C -3.3933 8.3378 0.1568
H -2.8609 4.6365 -1.2424
H 2.5725 0.8236 3.3409
O -2.6613 7.6605 -0.8600
H -5.9250 -3.7645 2.2424
H 2.6036 -0.0168 1.0444
C 0.1953 2.8284 3.8664
H 3.8170 -0.9829 2.4756
H 0.3164 4.3565 -1.2039
N 0.6192 2.7561 1.5084
O -3.4761 -2.3160 -2.9088

---

Entry 2:
138
Properties=species:S:1:pos:R:3 method="wB97M-V/def2-TZVPD" spin_multiplicity=1 smiles=COC[C@H](C)N.COC[C@H](C)N.COC[C@H](C)N.COC[C@H](C)N.COC[C@H](C)N.COC[C@H](C)N.CCO.CCO.CCO.CCO e_above_lowest_kcal_mol=44.1 homo_ha=-0.2909
H 10.0632 13.9140 9.3496
H 15.1160 12.7446 14.3505
H 18.0070 14.8308 15.8100
H 15.4729 23.0819 11.3758
H 12.1418 16.9809 12.8385
O 15.0255 16.3740 16.1400
H 5.5771 17.2452 16.7086
H 11.3362 23.4088 12.1589
H 16.2578 15.0644 17.3970
O 12.5179 17.1265 14.9090
C 11.8250 14.0148 17.2389
H 17.7316 15.4904 9.9463
N 10.5504 19.6040 15.6106
H 14.0647 11.2516 12.3656
H 12.3722 21.7896 13.1880
H 12.9128 15.5825 13.7159
H 12.3888 15.7118 16.3662
H 14.7370 14.0360 13.3396
C 13.3792 22.1409 12.8794
O 8.5049 21.5197 15.3112
H 10.2686 19.7679 14.6624
H 9.5870 13.2820 11.9579
C 10.4795 20.8192 16.3640
H 12.3616 21.7138 15.5718
N 13.2464 13.1376 11.6432
C 10.3278 16.0564 9.2498
H 6.8170 18.0775 15.6545
C 8.7302 13.7490 11.5038
H 6.6018 22.0186 14.4974
H 8.8866 22.0493 17.2892
C 15.9262 16.4454 10.6546
H 10.2004 16.7192 14.2264
H 12.3245 16.0315 9.2397
H 9.2053 18.1068 16.5434
H 11.6793 11.7891 12.9005
H 13.9778 13.6526 17.4674
H 7.1508 13.1231 17.6255
H 11.7075 9.2995 14.1983
C 14.9038 12.9656 13.3171
H 6.6440 20.4609 15.3772
H 12.3988 18.5377 9.9941
H 16.7669 16.7647 17.1407
H 11.2028 13.6721 16.4238
N 11.6000 16.1313 8.5307
H 11.0881 14.5879 10.7554
H 7.5601 15.6198 15.2558
H 8.9054 12.9614 17.9420
H 15.9830 16.2706 11.7245
H 9.7741 18.7026 11.0849
C 13.7329 12.2117 12.7054
H 8.3607 20.4537 16.9727
H 9.2423 21.1133 13.6326
O 8.4768 14.5159 16.7197
C 13.0695 13.1267 17.1360
H 10.8677 20.4536 17.3490
C 15.1707 17.7324 10.4310
H 16.4330 14.6606 15.0578
H 9.0178 17.1698 7.8753
H 9.8507 17.9138 12.7159
H 13.6154 19.6494 10.5004
H 11.3370 13.8126 18.1965
C 8.0853 13.6729 17.8426
H 11.8526 15.4616 7.8398
H 10.4809 15.1580 14.7623
H 14.1326 15.4312 10.0955
H 8.1050 14.0315 12.3359
O 9.3519 20.7159 12.7269
H 14.8233 24.4901 12.3685
H 13.3953 19.7244 13.9300
O 14.1670 21.0119 12.4995
N 12.2300 23.8862 12.0102
C 14.3431 20.0437 13.5663
H 6.4952 14.8905 16.4791
C 6.5428 17.8048 16.6738
O 12.0419 15.4243 17.2278
H 13.2900 12.9583 16.1007
C 7.5819 16.7855 17.1799
C 8.4195 19.6096 12.5376
C 10.7285 15.8422 13.9273
H 7.8234 19.3358 13.3634
H 8.2605 16.0822 9.0234
H 6.6122 21.8548 16.1679
H 9.0382 15.5034 7.5221
C 16.3136 15.9001 16.6982
H 13.3620 9.1983 14.6790
H 11.2018 22.9249 16.2589
C 13.0612 18.7399 10.8599
C 7.4283 15.4341 16.3324
H 10.4215 16.8084 9.9849
C 11.2902 21.9092 15.7615
H 12.9158 9.7895 13.1337
C 12.5102 12.0808 13.5683
O 12.6764 11.1079 14.6422
H 8.4920 17.6169 11.7272
H 14.9693 20.4559 14.3653
H 17.2067 16.8154 8.9741
H 14.9244 17.9170 9.3882
H 8.2339 13.0257 10.8694
H 12.7376 12.6434 10.9430
H 14.4511 16.3756 16.8883
H 14.6229 24.5003 10.6294
H 13.4534 17.2298 14.9195
H 12.4736 18.9650 11.7257
H 9.7255 16.6236 17.0449
H 6.6227 18.7068 17.3237
H 13.7454 22.5840 13.8089
O 9.0552 14.9183 10.8641
H 12.2135 13.0440 14.0679
H 14.8058 19.1255 13.0318
H 15.4817 15.0116 9.1823
H 10.3542 15.5290 12.9737
H 14.0310 13.5468 11.1742
H 7.3160 16.5086 18.2512
C 17.1206 15.3567 15.5193
H 11.4595 19.1471 15.6131
C 14.6630 23.8089 11.4870
H 7.9070 14.2131 18.7541
C 12.1550 16.3912 13.8000
C 17.3139 16.4806 10.0350
C 12.6507 9.7807 14.1526
H 10.9131 22.1234 14.7652
H 12.9739 12.1967 17.6570
H 17.8876 17.1860 10.6236
C 9.1647 18.4095 11.9916
O 13.9528 17.6620 11.1475
C 10.2017 14.7903 10.0936
N 8.9519 17.2877 17.0914
C 9.0997 16.1776 8.3277
N 15.1569 15.2655 10.1219
H 13.0717 22.2616 10.8708
C 13.3293 22.9937 11.6809
H 12.0778 24.5474 11.2657
H 15.7365 18.5878 10.7719
C 7.0575 21.4821 15.3066
H 7.6726 19.8668 11.7414
H 15.7443 12.7947 12.6426
C 8.9863 21.2168 16.5783
H 17.3061 16.0874 14.7908

---

Entry 3:
148
Properties=species:S:1:pos:R:3 method="wB97M-V/def2-TZVPD" spin_multiplicity=1 smiles=COC[C@H](C)N.COC[C@H](C)N.COC[C@H](C)N.COC[C@H](C)N.OCCO.OCCO.OCCO.OCCO.OCCO.OCCO.OCCO.OCCO e_above_lowest_kcal_mol=95.6 homo_ha=-0.3300
H 0.8108 -6.3143 -2.8746
H -4.5447 0.3529 5.7629
H -6.2906 -2.3097 3.8681
H 0.4735 -1.0969 5.9580
H -2.6089 1.4050 -1.8618
C -3.6370 -2.4456 2.8900
H 4.6307 -2.9808 -3.9272
C -5.7480 -3.2140 4.1437
H 5.8302 -0.9977 -2.1120
H 0.0062 6.5282 -1.1455
H 2.7198 -4.4781 -2.5662
C 0.0195 -1.0941 -3.7862
O 2.3058 -4.2649 -0.5554
H 1.7811 1.0710 -1.3135
C -0.3657 2.6870 -4.9064
H 1.1659 4.4352 1.2555
H -3.0528 0.6994 4.3703
H 6.7710 -0.9117 -4.2508
H -0.0989 0.5178 5.3886
O 1.4098 -1.8720 -5.7382
C 0.7507 -0.8303 0.5130
H -1.6096 -2.0841 -3.4362
H 5.3742 -1.7924 -6.4405
H -5.1410 -0.0636 1.1198
H 3.7529 3.2245 -4.6926
H -1.5479 -0.5118 1.1803
H 6.1476 2.0336 -4.4934
H 6.1939 -3.1772 -3.5103
H -5.9606 2.3682 5.1255
H 0.1645 -0.5981 -2.8265
H 1.9818 -0.4084 -4.5268
H 3.3802 1.0158 -0.6706
C -4.0991 1.3469 5.8010
H -0.8471 5.2510 -1.9787
C -4.6857 -3.5752 3.0517
H 0.7517 -1.8321 0.9425
H 2.4094 -2.3714 -1.0419
O 5.1904 -1.6866 -2.3059
O 8.0789 2.8612 -4.1764
H -3.9300 -1.0458 0.4832
N 0.4252 5.1142 1.1540
H 1.5186 -3.7684 2.4202
C 1.8927 -4.6510 -1.8776
N 2.4840 -1.3751 -1.1895
H 0.0962 2.1680 -6.9143
C -0.4389 0.2150 7.4721
H -0.0785 5.0025 2.0222
C 2.1499 -0.5700 -0.0153
H 0.4165 -4.2445 4.5259
C -0.4077 4.7214 0.0336
H -0.7539 1.6795 -4.7573
H 0.9231 -4.4794 0.5134
N -1.3402 3.3838 -4.1026
H -5.3130 -3.7239 2.1728
H 3.8499 1.5611 -5.0899
H 3.4907 -1.3581 -1.2692
O -1.4771 -0.8184 5.5781
H -6.4304 -4.0633 4.1762
N -4.0128 -4.7912 3.3208
O 2.6489 -6.9073 -2.0767
O 0.2630 -4.7694 1.1473
H -1.7241 -1.6046 6.0705
O -3.3465 1.5611 4.6749
C -0.0605 -4.4170 3.5611
H -1.1483 4.3739 -4.0486
H -4.1654 5.1176 0.8860
C -0.0383 5.4468 -1.2747
H -5.7467 3.1552 7.6315
C 0.9213 -4.6796 2.3903
H 6.9450 3.0772 -1.9445
H -3.7581 3.6773 0.0141
H -0.5507 -3.4437 3.5848
C -4.4252 4.0638 0.7846
O -5.8408 3.9523 0.3539
C -4.3101 3.3371 2.1625
H -2.9370 -2.7328 2.1053
H 2.3088 -1.9416 -6.0677
H 0.4877 2.9387 -0.5798
C 6.6856 2.7200 -3.8395
C 5.8603 -1.3611 -4.6470
H 5.1203 -0.5813 -4.8270
O -3.0063 3.4967 2.6919
H -0.5327 2.7223 0.8684
H -0.6197 -0.4750 -4.4157
H -3.0842 2.9026 3.4418
O 6.0635 -2.1131 -5.8543
H -1.3267 0.8433 7.4003
H 2.8201 -0.9200 0.7699
C 6.3693 2.3077 -2.4588
H 1.4707 -5.5824 2.6573
H -1.8017 -5.4173 3.3458
H 2.0136 -1.9919 -3.7987
H -4.6981 -5.5309 3.2636
C -0.4606 3.1986 -0.1094
H 1.0774 -3.9996 -2.1923
H -3.5275 -4.8174 2.4355
O -1.5629 2.9372 -0.9855
H 0.1610 -0.7695 -0.4017
H 3.2241 -4.4933 -0.3936
H -0.8659 -0.8253 2.8017
C 1.4229 -1.3404 -4.4427
C 2.3371 0.8465 -0.4033
H -5.3462 -3.0996 5.1505
H -1.5496 2.8309 -6.7410
H 1.3352 3.9903 -4.4284
O 1.9583 2.0026 -4.9176
C 1.0242 2.9475 -4.3657
H 0.4721 0.7025 7.8194
H 0.9487 -6.3977 -1.1142
H -5.0265 3.7101 2.8944
H 2.4620 -7.7115 -2.5666
C -4.7127 -1.0585 1.2417
H -3.4300 1.4491 6.6554
O -0.7057 -0.7892 8.4815
O -5.9411 2.3680 7.1175
H 2.0416 1.5967 0.3302
C -0.5142 2.9184 -6.4118
H -5.3963 -1.8812 1.0319
H 5.3191 2.4147 -2.1873
C -1.6591 1.5621 -1.3507
H 3.4123 2.0140 -3.4509
O -0.9730 -5.5518 3.8115
C 3.2662 2.2683 -4.5007
C 1.4724 -6.1227 -2.0298
H -3.0845 -2.4640 3.8294
H -1.2517 -0.3792 9.1562
C -5.2103 2.4661 5.9100
O 6.4510 0.9265 -2.2686
O 0.4051 0.0903 1.4900
C -0.9113 -0.1187 1.9730
H 8.2468 2.4218 -5.0133
H -6.1937 4.5449 1.0217
O -0.6911 -2.3320 -3.5648
C -0.2783 -0.3154 6.0681
H -1.6307 0.8935 -0.4903
H -4.4441 2.2572 2.1005
H -1.4241 5.0578 0.2383
H 7.3946 0.7501 -2.2584
C 5.4494 -2.3812 -3.5294
H 1.0073 2.7017 -3.3040
H -1.4545 0.7731 2.2854
H -4.8231 3.4830 5.8471
H -0.8740 1.2356 -2.0327
H -0.1713 3.8917 -6.7630
O -4.2423 -1.1907 2.5680
H 0.8840 5.0931 -1.7353
H -1.2716 3.0236 -3.1615
H 6.0710 3.6043 -4.0082